106
Properties=species:S:1:pos:R:3:forces:R:3:mulliken_charge:R:1 method="wB97M-V/def2-TZVPD" homo_lumo_gap_ev=6.5 lumo_energy_ev=2.22 homo_energy_ev=-4.24 charge=-1
Zn 0.07030 -0.22661 0.48100 0.1 -0.3 -0.5 3.5080
C -0.02703 -3.38172 0.48770 0.0 -0.1 0.2 -1.3176
N 0.61399 -2.31277 -0.26612 0.0 -0.2 0.0 1.1609
C 0.24862 -2.40636 -1.67221 -0.1 0.4 -0.4 -1.5483
C 0.06924 -1.03318 -2.32005 -0.1 -0.2 -0.1 -0.7344
N -0.77654 -0.22609 -1.47077 0.3 -0.5 0.8 0.0767
C -1.60698 0.63454 -2.04925 -0.6 0.6 -0.7 0.0081
C -1.58042 1.11187 -3.39512 0.0 -0.1 0.0 1.0366
F -0.65267 0.68688 -4.29688 -0.1 0.1 0.3 -0.5364
C -2.47667 2.03872 -3.89299 -0.4 0.1 0.0 0.2963
F -2.38421 2.42482 -5.18342 0.0 -0.1 0.3 -0.4423
C -3.46730 2.58526 -3.09270 0.1 -0.1 0.0 0.7169
F -4.31796 3.52096 -3.57500 0.1 -0.2 0.1 -0.3735
C -3.58150 2.11225 -1.78704 -0.1 0.1 -0.2 0.1122
F -4.57593 2.57565 -1.00163 0.2 -0.1 -0.2 -0.4086
C -2.72231 1.14209 -1.32157 0.2 -0.2 0.1 -0.2252
F -2.97521 0.58212 -0.11955 -0.2 0.2 -0.4 -0.4709
C 2.05378 -2.33486 -0.05380 0.5 0.3 0.1 -1.0628
C 2.74445 -0.99416 -0.33467 0.3 -0.2 -0.2 -1.2618
N 2.06343 0.04605 0.38639 -0.2 0.0 0.0 2.8114
C 2.55344 1.24653 0.64988 0.2 0.2 0.8 -1.6975
C 3.64123 1.94240 -0.14848 0.2 0.2 -0.1 1.5844
F 4.39473 1.05961 -0.88853 -0.2 -0.2 0.1 -0.6111
C 3.46637 4.05124 0.17780 0.2 0.1 0.0 1.3703
F 4.02506 5.22741 -0.25573 -0.2 0.1 0.1 -0.5778
C 2.49111 4.35749 1.24933 -0.3 -0.2 1.0 -0.0806
F 2.36860 5.66141 1.60948 0.0 -0.4 0.0 -0.5045
C 1.91193 3.36946 1.96082 0.1 1.5 -0.1 -0.8682
F 1.13858 3.69822 3.01866 0.2 0.0 -0.3 -0.4903
C 1.95080 1.98445 1.66054 0.1 -1.1 0.1 -0.4406
F 1.06226 1.28028 2.43697 0.3 0.3 0.0 0.5285
H 0.35207 -4.36838 0.18963 0.0 -0.1 -0.1 0.3229
H 0.13773 -3.24407 1.55128 0.0 0.0 -0.1 0.4942
H -1.10115 -3.34280 0.32042 -0.1 0.0 0.0 0.3005
H 0.98416 -2.99431 -2.24246 0.0 0.0 0.1 0.1859
H -0.71558 -2.91515 -1.74182 0.1 0.0 0.0 0.4584
H 1.03826 -0.55000 -2.49381 0.1 0.0 -0.1 -0.1431
H -0.39567 -1.21016 -3.29551 0.2 0.0 0.1 0.8378
H 2.22523 -2.56608 0.99324 0.0 0.0 0.0 -0.5312
H 2.53557 -3.12282 -0.65593 -0.1 0.0 0.0 0.5170
H 3.78139 -1.09071 0.00970 -0.1 -0.1 -0.2 0.8800
H 2.76560 -0.79946 -1.41439 0.1 -0.1 0.0 0.0013
O -1.68949 1.09961 2.09515 -0.2 0.0 0.2 -0.7857
N -0.96806 1.70480 1.10489 0.0 0.4 -0.2 0.8382
C -1.31861 2.92733 0.97708 -0.6 -0.7 0.8 -1.4623
C -0.80889 4.04705 0.20984 0.5 0.7 -0.7 0.4047
C -1.48507 5.24951 0.47549 0.0 -0.2 0.1 -0.7416
C -1.07354 6.45893 -0.03801 0.0 0.1 -0.1 -1.1144
C 0.05562 6.52164 -0.83959 0.0 0.0 0.0 -0.8811
C 0.71967 5.35028 -1.14666 -0.1 0.0 0.1 -0.4012
C 0.29685 4.11301 -0.65658 0.0 0.0 -0.1 0.8962
P 1.16233 2.61803 -1.26523 0.1 0.4 -0.4 2.1576
C 1.02888 2.92557 -3.07067 0.0 -0.2 0.1 0.8282
C 0.14658 3.80212 -3.69126 0.1 0.0 0.0 -1.1717
C 0.17652 3.95981 -5.06726 -0.1 0.1 -0.1 -0.7400
C 1.06491 3.23624 -5.84391 0.0 0.0 0.0 -0.8649
C 1.90607 2.31606 -5.23914 0.1 0.0 -0.1 -0.9155
C 1.87120 2.15034 -3.86905 -0.2 0.0 0.0 -0.5018
C 3.00502 3.09144 -0.98409 -0.7 -0.4 -0.2 0.5985
C 4.48740 2.97271 0.63112 0.1 0.1 0.2 -0.1696
C 5.85767 3.13383 0.07724 0.1 -0.1 -0.3 -1.1899
C 6.11833 3.35670 -1.21173 0.4 0.0 0.5 -0.8918
C 5.14301 3.57005 -2.25643 -0.4 0.0 -0.4 -0.8494
C 3.81171 3.47584 -2.17860 0.4 0.1 -0.2 -0.9836
H -1.22006 0.21006 2.27130 -0.1 0.2 0.2 0.2851
H -2.12342 3.22958 1.65450 0.1 -0.1 0.0 0.2021
H -2.35106 5.22515 1.12161 -0.1 0.0 0.1 0.4436
H -1.62207 7.35747 0.20304 -0.1 0.1 0.0 0.3951
H 0.40950 7.47222 -1.21674 0.0 0.0 0.0 0.4760
H 1.59171 5.38972 -1.78678 0.0 0.0 0.0 0.4135
H -0.56855 4.36271 -3.10648 0.0 0.1 0.0 0.6580
H -0.50500 4.65605 -5.53517 -0.1 0.0 0.0 0.4467
H 1.08038 3.36986 -6.91728 0.0 0.0 0.0 0.3520
H 2.59644 1.73447 -5.83345 0.0 -0.1 -0.1 0.4676
H 2.52828 1.43444 -3.39139 0.1 -0.1 0.0 0.3923
H 4.51091 2.83194 1.71063 0.0 -0.1 0.0 0.5543
H 6.67435 3.01939 0.77486 0.1 0.0 0.0 0.3905
H 7.15204 3.44613 -1.51774 0.1 0.0 0.0 0.3928
H 5.55967 3.88064 -3.20592 -0.1 0.1 -0.1 0.4399
H 3.25097 3.75989 -3.05403 0.1 0.1 0.0 0.4288
O -0.36122 -1.06418 2.33447 -0.5 0.2 -0.3 -2.2724
C 0.23376 -1.37030 3.53699 0.0 0.0 0.2 3.0981
C 0.07941 -0.28217 4.59423 0.2 0.4 0.2 -0.6591
C -1.07960 0.34576 4.93166 0.2 0.0 -0.2 -0.7510
C -0.95759 1.17246 6.07148 0.0 0.1 0.1 -0.9030
C 0.28995 1.14756 6.60139 0.4 -0.3 -0.1 -0.6148
S 1.34369 0.12175 5.70607 -0.5 0.2 0.0 -0.0411
C 1.70024 -1.74085 3.40205 0.3 -0.5 0.0 -0.1641
C 2.78333 -0.92949 3.27148 0.0 0.0 0.0 -0.1368
C 4.00300 -1.62581 3.11570 0.1 -0.1 0.0 -1.0093
C 3.84366 -2.97120 3.13540 -0.5 -0.4 0.0 -0.8313
S 2.19103 -3.41195 3.35096 0.5 0.5 0.1 -0.1936
C -0.49952 -2.54515 4.18443 0.0 -0.3 0.2 -0.4650
C -1.62967 -3.16277 3.75142 0.2 0.2 -0.2 -0.6237
C -2.08484 -4.17574 4.62712 -0.1 -0.2 0.2 -0.7934
C -1.30464 -4.29972 5.72771 0.4 0.2 0.2 -0.7801
S 0.00313 -3.17986 5.72129 -0.5 -0.2 -0.2 0.0059
H -1.99176 0.23134 4.37670 -0.2 -0.1 -0.1 0.5611
H -1.76384 1.75783 6.48134 -0.1 0.1 0.0 0.4281
H 0.66728 1.66649 7.46130 0.0 0.2 0.1 0.4702
H 2.73863 0.13921 3.29909 -0.1 0.3 -0.1 0.6234
H 4.95419 -1.13416 2.99788 0.2 0.0 0.0 0.4702
H 4.58537 -3.74129 3.04279 0.2 -0.1 0.0 0.4942
H -2.11502 -2.89049 2.83383 0.0 0.1 -0.2 0.5313
H -2.95276 -4.78820 4.44729 -0.1 -0.1 0.0 0.4089
H -1.39572 -4.98402 6.54836 -0.1 -0.2 0.1 0.4681